C49H46AsCaF6N2P4S6 | ωB97M-V with the def2-TZVPD basis set

Geometry (Å):
Ca (1.048, -0.203, -0.685)
S (2.254, 4.219, 4.440)
As (2.493, 2.264, 3.690)
S (3.276, 2.229, 1.578)
S (1.302, 1.534, 1.455)
S (3.536, 1.004, 5.023)
C (1.532, -7.022, 3.368)
C (2.383, -5.951, 3.139)
C (1.907, -4.807, 2.528)
C (0.575, -4.713, 2.134)
C (-0.273, -5.788, 2.375)
C (0.204, -6.933, 2.988)
P (0.094, -3.146, 1.300)
C (-1.712, -3.470, 1.227)
C (-2.432, -3.289, 2.410)
C (-3.801, -3.470, 2.431)
C (-4.471, -3.823, 1.270)
C (-3.762, -3.996, 0.093)
C (-2.388, -3.831, 0.069)
C (0.770, -3.539, -0.352)
C (0.731, -4.837, -0.861)
C (1.407, -5.139, -2.026)
C (2.165, -4.153, -2.640)
C (2.177, -2.863, -2.130)
C (1.462, -2.494, -0.984)
H (1.896, -7.919, 3.851)
H (3.417, -6.013, 3.446)
H (2.562, -3.964, 2.353)
H (-1.313, -5.729, 2.084)
H (-0.471, -7.761, 3.166)
H (-1.907, -3.013, 3.317)
H (-4.349, -3.330, 3.353)
H (-5.543, -3.969, 1.290)
H (-4.283, -4.271, -0.814)
H (-1.835, -3.987, -0.848)
H (0.179, -5.613, -0.344)
H (1.358, -6.140, -2.442)
H (2.749, -4.393, -3.522)
H (2.781, -2.123, -2.644)
C (-6.564, 4.882, -2.072)
S (-6.676, 3.078, -2.238)
C (-6.601, 2.582, -0.486)
C (-5.245, 2.792, 0.166)
C (-4.153, 2.037, -0.599)
N (-2.928, 1.928, 0.177)
P (-1.461, 2.709, -0.309)
C (-2.168, 4.417, -0.336)
C (-2.057, 5.185, 0.822)
C (-2.623, 6.444, 0.895)
C (-3.279, 6.977, -0.204)
C (-3.361, 6.238, -1.374)
C (-2.819, 4.969, -1.438)
C (-1.361, 2.496, -2.134)
C (-1.997, 1.479, -2.834)
C (-1.909, 1.416, -4.215)
C (-1.163, 2.357, -4.904)
C (-0.489, 3.350, -4.210)
C (-0.584, 3.418, -2.834)
P (-2.563, 0.366, 0.911)
C (-4.208, 0.110, 1.726)
C (-4.502, 0.587, 3.004)
C (-5.739, 0.380, 3.579)
C (-6.722, -0.311, 2.883)
C (-6.431, -0.828, 1.628)
C (-5.189, -0.624, 1.059)
C (-1.665, 0.943, 2.389)
C (-1.781, 2.220, 2.930)
C (-1.137, 2.538, 4.110)
C (-0.382, 1.579, 4.773)
C (-0.279, 0.297, 4.249)
C (-0.903, -0.012, 3.055)
H (-6.599, 5.289, -3.078)
H (-5.625, 5.151, -1.598)
H (-7.409, 5.244, -1.492)
H (-6.848, 1.520, -0.495)
H (-7.389, 3.127, 0.034)
H (-5.293, 2.407, 1.187)
H (-5.002, 3.856, 0.219)
H (-3.969, 2.549, -1.547)
H (-4.546, 1.041, -0.835)
H (-1.507, 4.795, 1.666)
H (-2.550, 7.019, 1.808)
H (-3.719, 7.964, -0.157)
H (-3.852, 6.652, -2.246)
H (-2.898, 4.411, -2.361)
H (-2.586, 0.746, -2.302)
H (-2.431, 0.632, -4.750)
H (-1.102, 2.316, -5.982)
H (0.123, 4.065, -4.741)
H (-0.062, 4.198, -2.294)
H (-3.746, 1.123, 3.554)
H (-5.928, 0.755, 4.577)
H (-7.700, -0.452, 3.321)
H (-7.181, -1.390, 1.087)
H (-4.970, -1.044, 0.085)
H (-2.388, 2.950, 2.413)
H (-1.204, 3.540, 4.513)
H (0.116, 1.829, 5.703)
H (0.318, -0.445, 4.763)
H (-0.794, -0.993, 2.608)
F (1.206, 0.255, -3.022)
P (2.624, 1.104, -3.122)
F (3.199, -0.042, -4.117)
F (3.213, 0.262, -1.845)
F (2.027, 1.908, -4.391)
F (1.996, 2.197, -2.103)
F (4.001, 1.927, -3.226)
S (-2.036, -2.657, -4.430)
C (-3.157, -2.245, -3.177)
C (-2.495, -1.673, -2.132)
N (-1.163, -1.546, -2.288)
C (-0.767, -2.006, -3.426)
H (-4.203, -2.440, -3.300)
H (-2.943, -1.349, -1.207)
H (0.248, -2.025, -3.763)

## Properties
- Frontier orbital gap (spin up / spin down): 3.66 / 4.66 eV
- Total charge: -2
- Multiplicity: 2

C21H24MoNO2Se4Si | ωB97M-V with the def2-TZVPD basis set

Geometry (Å):
Mo (-0.875, -1.720, -0.564)
Se (0.836, -2.848, -2.036)
Se (-0.165, -4.169, -0.421)
Se (-2.471, -4.435, -0.871)
Se (-2.952, -2.582, 0.522)
O (-1.915, -1.426, -2.238)
N (-2.819, -0.908, -3.058)
C (-4.086, -0.769, -2.628)
C (-5.040, -0.282, -3.493)
C (-4.676, 0.053, -4.790)
C (-3.357, -0.107, -5.197)
C (-2.429, -0.595, -4.307)
H (-4.256, -1.072, -1.604)
H (-6.057, -0.172, -3.145)
H (-5.416, 0.430, -5.482)
H (-3.041, 0.139, -6.200)
H (-1.383, -0.768, -4.514)
C (0.604, -0.405, 4.194)
C (0.353, 0.656, 3.116)
C (-1.148, 0.954, 3.013)
C (1.121, 1.945, 3.466)
Si (1.024, 0.145, 1.456)
O (0.045, -1.257, 0.862)
C (0.499, 1.242, 0.026)
C (1.216, 2.348, -0.425)
C (0.809, 3.062, -1.545)
C (-0.336, 2.698, -2.241)
C (-1.089, 1.624, -1.796)
C (-0.664, 0.909, -0.679)
C (2.753, -0.495, 1.361)
C (3.761, 0.124, 0.617)
C (5.051, -0.383, 0.609)
C (5.351, -1.527, 1.333)
C (4.361, -2.168, 2.065)
C (3.075, -1.654, 2.082)
H (0.211, -0.044, 5.147)
H (1.667, -0.602, 4.334)
H (0.099, -1.348, 3.970)
H (-1.519, 1.306, 3.978)
H (-1.723, 0.059, 2.755)
H (-1.363, 1.735, 2.279)
H (0.766, 2.321, 4.429)
H (0.959, 2.739, 2.732)
H (2.195, 1.769, 3.558)
H (2.109, 2.674, 0.094)
H (1.389, 3.915, -1.871)
H (-0.652, 3.269, -3.103)
H (-2.022, 1.375, -2.283)
H (-1.448, 0.270, -0.200)
H (3.553, 1.008, 0.028)
H (5.823, 0.115, 0.038)
H (6.359, -1.920, 1.328)
H (4.594, -3.061, 2.629)
H (2.319, -2.163, 2.670)

## Properties
- Frontier orbital gap (spin up / spin down): 6.46 / 6.10 eV
- Total charge: +2
- Multiplicity: 2

C3H10N4O | ωB97M-V with the def2-TZVPD basis set

Geometry (Å):
C (-0.188, 1.696, -1.542)
C (-1.139, 0.928, 0.372)
N (-0.227, -0.846, -0.004)
C (1.133, -0.830, 0.487)
N (-0.948, -1.846, 0.469)
N (1.964, -0.507, -0.527)
O (0.121, 0.716, -2.241)
N (1.524, -1.077, 1.677)
H (-0.867, -2.140, 1.443)
H (-1.849, -1.955, 0.023)
H (1.512, -0.172, -1.386)
H (2.927, -0.339, -0.288)
H (0.785, -1.344, 2.319)
H (0.597, 2.226, -0.969)
H (-1.100, 2.270, -1.768)
H (-2.082, 0.585, -0.046)
H (-1.131, 1.999, 0.563)
H (-1.032, 0.635, 1.418)

## Properties
- Frontier orbital gap (spin up / spin down): 7.96 / 7.96 eV

C7H13N | ωB97M-V with the def2-TZVPD basis set

Geometry (Å):
C (-2.537, 0.000, -0.461)
C (-1.498, -0.562, 0.462)
C (-0.082, -0.226, 0.235)
C (0.595, -0.539, 1.619)
C (0.507, -0.922, -0.784)
C (1.694, -1.582, -0.820)
C (-0.018, 1.188, -0.313)
N (1.037, 2.381, -0.153)
H (-2.582, 0.809, -1.428)
H (-3.376, -0.485, -0.233)
H (-1.793, -1.477, 1.213)
H (1.020, -1.750, 1.260)
H (-0.175, -0.461, 2.602)
H (1.356, 0.128, 1.838)
H (-0.044, -1.048, -1.833)
H (2.149, -1.363, 0.273)
H (2.033, -2.206, -1.639)
H (-0.716, 1.569, 0.456)
H (-0.256, 1.063, -1.521)
H (2.012, 1.754, -0.328)
H (1.150, 2.661, 0.780)

## Properties
- Frontier orbital gap: 9.94 eV
- SMILES string: C=CC(C)(C=C)CN

C17H36Cl2O2OsSi2 | ωB97M-V with the def2-TZVPD basis set

Geometry (Å):
C (2.346, 0.327, -2.261)
C (2.055, 1.700, -1.967)
C (0.674, 1.942, -2.241)
C (3.073, 2.754, -1.675)
C (0.085, 0.716, -2.689)
C (1.129, -0.290, -2.745)
C (0.998, -1.670, -3.292)
C (3.729, -0.247, -2.332)
C (0.016, 3.282, -2.207)
C (-1.293, 0.579, -3.256)
Os (0.881, 0.182, -0.705)
Cl (1.844, 1.608, 0.910)
Cl (2.182, -1.513, 0.100)
O (-0.632, -1.060, -0.837)
H (3.916, 2.337, -1.115)
H (2.637, 3.573, -1.096)
H (3.465, 3.173, -2.610)
H (0.288, 3.827, -1.295)
H (-1.071, 3.183, -2.256)
H (0.340, 3.886, -3.064)
H (-1.988, 1.224, -2.705)
H (-1.604, -0.467, -3.186)
H (-1.302, 0.888, -4.312)
H (-0.038, -2.008, -3.172)
H (1.656, -2.360, -2.751)
H (1.258, -1.667, -4.361)
H (4.301, 0.046, -1.445)
H (4.236, 0.143, -3.219)
H (3.678, -1.336, -2.391)
H (-1.380, -0.504, -0.545)
O (1.211, -4.382, -0.684)
H (0.987, -5.317, -0.907)
C (-1.092, -3.088, 1.524)
Si (-0.324, -1.752, 2.576)
C (-1.258, -1.602, 4.243)
C (1.380, -2.316, 3.142)
C (-0.397, -0.067, 1.710)
Si (-1.967, 0.985, 1.768)
C (-2.190, 1.778, 3.464)
C (-1.929, 2.355, 0.487)
C (-3.493, -0.081, 1.431)
H (-1.126, -4.019, 2.113)
H (-0.482, -3.275, 0.627)
H (-2.116, -2.848, 1.215)
H (-1.186, -2.557, 4.783)
H (-0.802, -0.837, 4.888)
H (-2.325, -1.360, 4.143)
H (1.968, -2.690, 2.289)
H (1.955, -1.510, 3.616)
H (1.286, -3.132, 3.873)
H (0.432, 0.491, 2.230)
H (-1.345, 2.441, 3.698)
H (-3.102, 2.396, 3.474)
H (-2.279, 1.042, 4.277)
H (-1.921, 1.966, -0.545)
H (-2.831, 2.978, 0.590)
H (-1.052, 3.001, 0.623)
H (-3.493, -0.484, 0.407)
H (-3.602, -0.920, 2.131)
H (-4.387, 0.555, 1.536)

## Properties
- Frontier orbital gap (spin up / spin down): 3.13 / 4.21 eV
- Total charge: -2
- Multiplicity: 5

F2H12O12PV2 | ωB97M-V with the def2-TZVPD basis set

Geometry (Å):
O (1.506, -2.489, 2.973)
V (2.286, -1.737, 1.772)
O (1.012, -1.800, 0.782)
O (-1.231, -1.547, 1.164)
V (-0.531, -1.079, -0.196)
O (-1.812, -1.367, -1.149)
O (0.217, 0.560, 0.386)
P (0.321, 1.929, -0.460)
O (-0.733, 0.879, -0.851)
F (1.787, 1.456, -0.574)
F (0.373, 2.395, 1.028)
O (-1.453, 0.412, -3.242)
H (-1.163, 1.224, -3.654)
H (-1.221, 0.603, -2.277)
O (-2.114, 0.984, 1.646)
H (-2.043, 0.572, 2.529)
H (-1.211, 1.104, 1.351)
O (0.808, -1.435, -1.770)
H (0.490, -1.034, -2.594)
H (1.551, -1.940, -2.022)
O (3.348, -0.385, 0.391)
H (3.953, -0.434, -0.371)
H (2.796, 0.322, 0.047)
O (1.229, 0.050, 2.517)
H (0.765, 0.353, 1.675)
H (0.598, -0.027, 3.207)
O (-3.414, 1.060, -0.967)
H (-3.660, 0.284, -0.445)
H (-2.454, 1.087, -0.896)

## Properties
- Frontier orbital gap: 5.52 eV
- Total charge: +1

C35H26BiCl2N8O2 | ωB97M-V with the def2-TZVPD basis set

Geometry (Å):
Bi (0.228, 0.626, -0.177)
C (2.183, -0.328, -4.102)
C (1.240, -0.895, -4.960)
C (-0.009, -1.204, -4.478)
C (-0.332, -0.941, -3.140)
N (0.581, -0.379, -2.331)
C (1.809, -0.088, -2.804)
N (-1.587, -1.335, -2.730)
C (-2.205, -1.059, -1.639)
N (-1.864, -0.255, -0.554)
C (-2.878, -0.343, 0.397)
N (-3.004, 0.169, 1.568)
C (-2.110, 0.944, 2.279)
C (-2.611, 1.566, 3.430)
C (-1.777, 2.314, 4.227)
C (-0.429, 2.433, 3.885)
C (0.003, 1.801, 2.746)
N (-0.813, 1.078, 1.957)
C (-3.941, -1.223, -0.134)
C (-5.150, -1.613, 0.411)
C (-5.938, -2.468, -0.348)
C (-5.522, -2.911, -1.605)
C (-4.304, -2.512, -2.142)
C (-3.529, -1.661, -1.376)
H (3.180, -0.078, -4.435)
H (1.492, -1.100, -5.992)
H (-0.768, -1.662, -5.095)
H (2.499, 0.351, -2.089)
H (-3.656, 1.425, 3.661)
H (-2.162, 2.798, 5.115)
H (0.265, 3.000, 4.488)
H (1.042, 1.855, 2.432)
H (-5.460, -1.260, 1.385)
H (-6.893, -2.798, 0.038)
H (-6.163, -3.575, -2.169)
H (-3.971, -2.844, -3.115)
C (0.675, -5.890, -4.475)
O (1.626, -4.931, -4.041)
C (2.226, -5.140, -2.844)
C (1.951, -6.210, -2.001)
C (2.630, -6.317, -0.793)
C (3.534, -5.348, -0.397)
C (3.847, -4.304, -1.270)
C (3.201, -4.206, -2.483)
N (4.156, -5.546, 0.885)
N (4.277, -4.630, 1.709)
C (3.740, -3.323, 1.449)
C (4.586, -2.248, 1.467)
C (4.138, -0.955, 1.150)
C (2.819, -0.722, 0.830)
O (2.340, 0.464, 0.489)
C (1.912, -1.820, 0.899)
N (0.600, -1.562, 0.621)
C (-0.286, -2.532, 0.721)
C (0.060, -3.828, 1.119)
C (1.372, -4.120, 1.369)
C (2.352, -3.114, 1.240)
H (0.336, -5.558, -5.452)
H (-0.178, -5.938, -3.792)
H (1.127, -6.880, -4.567)
H (1.234, -6.970, -2.275)
H (2.447, -7.161, -0.139)
H (4.603, -3.578, -1.006)
H (3.442, -3.414, -3.180)
H (5.633, -2.418, 1.688)
H (4.828, -0.122, 1.140)
H (-1.314, -2.294, 0.494)
H (-0.714, -4.575, 1.214)
H (1.662, -5.114, 1.681)
Cl (-1.701, 2.984, -1.761)
C (-0.603, 4.376, -1.859)
Cl (0.945, 4.064, -1.059)
H (-1.079, 5.214, -1.364)
H (-0.412, 4.580, -2.904)

## Properties
- Frontier orbital gap: 6.58 eV
- Total charge: +1

C4H9N | ωB97M-V with the def2-TZVPD basis set

Geometry (Å):
C (-1.914, -1.320, 0.803)
C (-0.681, -1.138, 0.315)
N (-0.239, 0.006, -0.318)
C (1.168, 0.326, -0.395)
C (1.416, 1.808, -0.316)
H (-2.110, -2.173, 1.426)
H (-2.651, -0.569, 0.558)
H (0.083, -1.910, 0.370)
H (-0.889, 0.777, -0.324)
H (1.699, -0.236, 0.372)
H (1.625, -0.047, -1.319)
H (0.888, 2.303, -1.136)
H (1.126, 2.306, 0.604)
H (2.468, 2.059, -0.408)

## Properties
- Frontier orbital gap: 8.92 eV
- SMILES string: C=CNCC

For the records above, the corresponding F_max values read 2.1; 1.0; 3.1; 9.8; 3.6; 8.8; 0.2; 0.9 eV Å⁻¹.
For the records above, the corresponding DFT total energy values read -9271.85734; -10982.76966; -414.37954; -328.97340; -2409.75198; -3338.63825; -3072.70175; -212.52579 Eh.